No. 1
Molecular formula: C4H8N2O
Method: DFT, ωB97M-V/def2-TZVPD

Properties
**Molar mass**: 100.12 g/mol
**ΔE to the lowest compared entry with this formula, charge and spin**: 1.1928 eV
**E**: -341.6261 hartree

```
! wB97M-V def2-TZVPD RIJCOSX def2/J DEFGRID3
* xyz 1 2
N -0.902 -0.456 0.409
H -1.809 -0.011 -2.066
H -0.364 -1.951 1.985
H -0.760 1.457 -2.024
C 1.123 -0.670 -0.526
C -0.204 -0.261 -0.736
O -0.088 2.900 1.113
N 1.052 -1.600 0.486
H 0.280 2.033 0.978
C -0.798 0.384 -1.968
H 1.916 -1.875 0.939
H 2.073 -0.310 -0.913
C -0.167 -1.321 1.107
H -0.328 -0.165 -2.814
H -1.016 2.857 0.877
*
```

No. 2
Molecular formula: C4H8N2O2
Method: DFT, ωB97M-V/def2-TZVPD

Properties
**Molar mass**: 116.12 g/mol
**ΔE to the lowest compared entry with this formula, charge and spin**: 4.6788 eV
**E**: -417.0840 hartree

```
! wB97M-V def2-TZVPD RIJCOSX def2/J DEFGRID3
* xyz 0 1
H -0.348 1.731 1.013
C 1.656 -0.644 0.056
H -1.471 -0.366 1.691
H 0.376 0.431 -2.142
H -2.300 0.132 0.186
H 0.285 -1.554 0.576
O -0.607 -1.420 -1.341
O 2.506 -1.312 -0.341
N 0.500 1.179 1.050
N 0.615 1.066 -1.383
H 1.363 1.711 -1.593
C -1.713 -0.652 0.669
C -0.472 -0.940 -0.188
H 1.287 1.795 1.216
C 0.631 0.407 -0.147
H -2.307 -1.565 0.677
*
```

No. 3
Molecular formula: C4H8N2O2
Method: DFT, ωB97M-V/def2-TZVPD

Properties
**Molar mass**: 116.12 g/mol
**Structure (SMILES)**: CN(C=O)CC(N)=O
**ΔE to the lowest compared entry with this formula, charge and spin**: 0.8309 eV
**E**: -417.2254 hartree

```
! wB97M-V def2-TZVPD RIJCOSX def2/J DEFGRID3
* xyz 0 1
H 1.289 -1.841 1.535
H -2.523 0.524 -1.438
N -1.636 0.574 -0.977
C 0.283 0.701 1.633
H 1.595 0.176 -1.255
H -0.399 -1.794 0.874
N 0.764 -0.045 0.609
H 0.781 -1.923 -0.263
C 0.741 0.539 -0.721
O 0.020 1.895 1.546
C 0.652 -1.514 0.745
H -1.615 1.211 -0.208
O -0.429 -0.487 -2.576
H 0.837 1.594 -0.578
C -0.478 0.146 -1.545
H 0.118 0.244 2.618
*
```

No. 4
Molecular formula: C4H8N2O2
Method: DFT, ωB97M-V/def2-TZVPD

Properties
**Molar mass**: 116.12 g/mol
**Structure (SMILES)**: CN1C=C(O)[C@]1(N)O
**ΔE to the lowest compared entry with this formula, charge and spin**: 3.9759 eV
**E**: -417.1098 hartree

```
! wB97M-V def2-TZVPD RIJCOSX def2/J DEFGRID3
* xyz 0 1
C 1.316 -0.275 -0.397
C -1.433 1.632 -0.070
N 0.093 -1.431 1.427
O 2.520 -0.852 -0.486
H -1.657 2.412 0.663
H 0.938 -1.904 1.708
H -0.801 -1.592 1.871
H -2.322 0.985 -0.103
H -0.819 -0.936 -1.465
O -0.878 -1.408 -0.621
H -1.390 2.107 -1.059
H 2.405 -1.784 -0.719
N -0.244 0.903 0.295
C 0.899 1.024 -0.389
C 0.041 -0.787 0.208
H 1.331 1.907 -0.862
*
```

Number 1: strongest force on any atom 3.24 eV/A. Number 2: strongest force on any atom 1.22 eV/A. Number 3: strongest force on any atom 2.33 eV/A. Number 4: strongest force on any atom 3.36 eV/A.